# 1
C37H60F2N2O26PbS2 | wB97M-V/def2-TZVPD

## Properties
HOMO-LUMO gap, eV: 8.9
Max |F|, eV/A: 4.8
Energy, eV: -127910.44179

The geometry in ORCA input format:
```
! wB97M-V def2-TZVPD RIJCOSX def2/J DEFGRID3
* xyz 0 1
Pb 1.19622 1.56324 3.13355
C 5.73976 2.23098 3.64872
C 4.59030 2.24448 2.65223
C 5.20644 2.05050 1.24944
C 5.80858 0.62569 1.01816
C 4.67419 -0.37512 1.23995
C 3.92999 -0.26210 2.56242
N 3.54896 1.17758 2.86394
O 3.07212 1.20986 4.19196
C 4.77280 -0.96230 3.64964
C 2.52999 -0.95533 2.46083
C 3.87184 3.63904 2.73087
H 5.43581 2.01624 4.69622
H 6.22010 3.26028 3.73288
H 6.58528 1.52798 3.41473
H 6.04032 2.67112 1.20751
H 4.51592 2.29453 0.39374
H 6.74685 0.35757 1.49620
H 6.12263 0.47678 -0.01774
H 4.97771 -1.39285 1.09468
H 3.94158 -0.25491 0.46358
H 5.74645 -0.53299 3.72841
H 4.80302 -2.01804 3.28313
H 4.31722 -0.99028 4.63153
H 2.64480 -2.00632 2.30510
H 1.98263 -0.43478 1.60575
H 1.91586 -0.78288 3.36191
H 3.18241 3.81590 1.84543
H 4.57798 4.47979 2.62373
H 3.39199 3.70551 3.68885
N -0.99130 1.03272 0.54986
S -1.20798 -0.31604 -0.30108
O -1.33813 -0.13716 -1.68002
O -1.99231 -1.22974 0.38084
F 0.32911 -1.01058 -0.23773
S -0.51215 2.33117 -0.17871
O 0.09348 3.18034 0.79914
O -1.60892 2.93521 -0.95373
F 0.46802 1.91703 -1.28579
C 0.39353 1.27383 -4.65011
C -1.01521 1.86402 -4.67416
C -1.04237 3.12043 -5.49232
O -1.19995 2.66514 -6.81928
C -1.69412 1.39655 -6.79331
O -1.98837 0.79650 -7.77366
O -1.77534 0.98933 -5.55316
H 0.95788 1.31005 -5.57803
H 0.30538 0.22551 -4.30138
H 0.98860 1.73672 -3.89971
H -1.52496 1.79250 -3.74080
H -0.11654 3.55647 -5.32900
H -1.94582 3.79881 -5.30001
C 0.30368 -6.03265 -0.27104
C 0.64114 -5.75731 1.16068
C 0.89721 -4.35397 1.59476
O 0.21704 -4.29571 2.92392
C -0.63594 -5.34207 3.03379
O -1.45720 -5.42253 3.92006
O -0.46747 -6.18018 1.99173
H -0.57918 -5.46114 -0.47744
H 0.15054 -7.08550 -0.40918
H 1.06367 -5.69787 -0.97925
H 1.54274 -6.41510 1.47820
H 0.40894 -3.68731 0.80390
H 1.95448 -4.01891 1.78048
C -3.80733 -0.80744 4.95628
C -2.58894 -1.64241 5.26714
C -1.76392 -2.06327 4.04292
O -0.84158 -1.04550 3.91574
C -0.65121 -0.45680 5.07552
O 0.11082 0.45316 5.34629
O -1.56109 -0.88424 6.01688
H -3.51449 0.08260 4.36979
H -4.32656 -0.54861 5.87532
H -4.46773 -1.51992 4.44678
H -2.80303 -2.46461 5.87631
H -2.34057 -2.16896 3.13436
H -1.25572 -3.02251 4.27179
C 2.42806 -1.61595 -2.90463
C 2.54816 -3.01082 -2.29928
C 3.82412 -3.74401 -2.69822
O 4.63600 -3.66053 -1.54618
C 3.91111 -3.42764 -0.47240
O 4.17337 -3.43185 0.70807
O 2.66800 -3.05072 -0.84691
H 1.61904 -1.06197 -2.34403
H 2.05451 -1.76002 -3.89698
H 3.35912 -1.04984 -2.82558
H 1.66193 -3.63975 -2.46054
H 4.43053 -3.33034 -3.47471
H 3.65876 -4.83534 -2.87560
C -6.26759 2.71774 -1.40322
C -4.81139 2.96720 -1.82362
C -4.26274 1.93842 -2.86469
O -4.08939 2.80277 -4.00686
C -4.25304 4.08316 -3.75245
O -4.07856 4.92978 -4.55520
O -4.55188 4.19530 -2.45267
H -6.44670 3.37953 -0.58989
H -6.33055 1.67828 -1.06183
H -6.96823 2.79627 -2.19189
H -4.11569 3.06818 -0.99143
H -5.13656 1.33336 -2.99357
H -3.29209 1.47273 -2.59622
C -4.32242 4.10760 2.03619
C -2.82928 4.11515 1.98281
C -2.09632 5.46305 1.93947
O -1.02196 5.31671 2.85254
C -1.20268 4.16706 3.51987
O -0.34432 3.68429 4.19783
O -2.35841 3.58538 3.24085
H -4.75090 4.45438 1.07397
H -4.70365 4.66018 2.93150
H -4.71395 3.09649 2.18324
H -2.40451 3.47869 1.23955
H -2.69165 6.22126 2.40683
H -1.67650 5.87702 0.99624
C -3.66450 -1.79118 -3.38715
C -2.90961 -2.80971 -4.23379
C -1.70923 -2.25872 -5.03103
O -0.55429 -3.10301 -4.58102
C -1.01757 -3.94222 -3.62598
O -0.30157 -4.63260 -2.97622
O -2.31402 -3.73812 -3.36295
H -3.13218 -1.40008 -2.52719
H -4.67965 -2.23493 -3.14489
H -3.91931 -0.87072 -4.04605
H -3.61844 -3.30110 -4.91064
H -1.54151 -1.24062 -4.72368
H -1.79045 -2.41743 -6.12072
*
```


# 2
C37H60F3O18SY | wB97M-V/def2-TZVPD

## Properties
HOMO-LUMO gap, eV: 6.3
ΔE to the lowest compared entry with this formula, charge and spin, eV: 0.000
Max |F|, eV/A: 5.1
Energy, eV: -96217.05135

The geometry in ORCA input format:
```
! wB97M-V def2-TZVPD RIJCOSX def2/J DEFGRID3
* xyz 2 1
Y 1.39957 -6.91130 -9.53447
C 5.07227 -9.12712 -12.08271
F 5.88928 -8.10913 -12.27117
F 4.16048 -9.25458 -13.06062
F 5.76923 -10.26014 -12.10432
S 4.22051 -9.08037 -10.40294
O 3.58816 -10.39965 -10.32464
O 5.17561 -8.85813 -9.34093
O 3.21252 -8.01019 -10.54526
C 1.15724 -13.39010 -13.98028
C 2.46718 -12.73931 -13.79190
C 2.56123 -12.49418 -12.30365
O 1.93885 -13.62319 -11.68441
C 0.93241 -14.06300 -12.61720
H 1.03838 -14.13522 -14.76395
H 0.35892 -12.64952 -14.10348
H 2.62115 -11.84256 -14.40218
H 3.33241 -13.34147 -14.08404
H 2.20472 -11.51521 -11.96445
H 3.63584 -12.43668 -12.10986
H -0.07094 -13.92108 -12.20080
H 0.92814 -15.14282 -12.79609
C 9.08696 -8.21044 -11.42869
C 10.55096 -7.73587 -11.48748
C 11.09199 -7.91859 -10.04969
O 10.17874 -8.85699 -9.46820
C 9.33380 -9.40284 -10.45382
H 8.57397 -8.45884 -12.35632
H 8.47169 -7.43785 -10.96079
H 10.58482 -6.74626 -11.95330
H 11.17287 -8.29387 -12.19063
H 11.07548 -6.98173 -9.49769
H 12.05877 -8.41618 -10.10186
H 8.39894 -9.71021 -9.98174
H 9.76441 -10.26842 -10.96248
C 6.53756 -9.35503 -15.94154
C 5.14632 -9.41429 -16.59508
C 4.71147 -7.97264 -16.74040
O 5.94923 -7.24108 -16.78919
C 6.78934 -7.86250 -15.80482
H 7.23199 -9.81909 -16.64140
H 6.62455 -9.96403 -15.04116
H 4.45621 -10.08161 -16.07844
H 5.28845 -9.79594 -17.60809
H 4.26351 -7.64977 -15.78212
H 3.97818 -7.69719 -17.49291
H 6.50703 -7.46438 -14.82250
H 7.81964 -7.55569 -15.97041
O 2.08929 -8.16121 -7.81237
C 2.48516 -8.76641 -6.82140
O 2.55328 -8.18568 -5.64975
C 3.15830 -8.97447 -4.59203
C 3.69261 -10.14958 -5.40768
C 2.91355 -10.20876 -6.71085
H 2.44426 -9.17686 -3.79759
H 4.01410 -8.48124 -4.13467
H 3.60380 -11.09196 -4.86925
H 4.70028 -9.95666 -5.78128
H 1.97649 -10.75233 -6.53338
H 3.49733 -10.68012 -7.49400
O 0.51155 -7.12393 -11.77792
C 0.49956 -7.60698 -12.89800
O -0.30937 -8.61239 -13.19968
C -0.06728 -9.04841 -14.55825
C 1.34900 -8.60255 -14.89810
C 1.36083 -7.32724 -14.07667
H -0.74328 -8.38238 -15.10906
H -0.41337 -10.06700 -14.69875
H 1.54436 -8.43680 -15.95239
H 2.13023 -9.21170 -14.44416
H 0.81520 -6.45990 -14.48349
H 2.33952 -6.97296 -13.76760
O 2.61689 -5.37180 -10.88162
C 3.26420 -4.71002 -11.66662
O 3.11185 -4.88938 -12.99249
C 4.11340 -4.14437 -13.72687
C 4.99845 -3.44289 -12.70291
C 4.35955 -3.74932 -11.34906
H 3.59749 -3.45498 -14.38962
H 4.75608 -4.81040 -14.30100
H 4.98744 -2.35904 -12.81267
H 6.04733 -3.72863 -12.72470
H 4.08800 -2.83515 -10.82640
H 5.01972 -4.31924 -10.68985
O 4.13843 -6.38316 -8.46566
C 5.29064 -6.16281 -8.21524
O 6.02920 -5.40131 -9.04655
C 7.38854 -5.21712 -8.65448
C 7.46563 -5.81679 -7.22567
C 6.21399 -6.65665 -7.10043
H 7.63125 -4.15938 -8.59832
H 8.04139 -5.75485 -9.33783
H 7.51286 -5.12037 -6.39132
H 8.28755 -6.52213 -7.10840
H 5.63438 -6.63626 -6.17905
H 6.36391 -7.70109 -7.39173
O 4.09621 -13.20040 -5.76208
C 4.35971 -13.24218 -6.94194
O 5.52873 -12.77274 -7.35688
C 5.73018 -12.91760 -8.79546
C 4.45341 -13.65205 -9.27892
C 3.44724 -13.60142 -8.09947
H 6.52976 -13.65510 -8.85258
H 5.94610 -11.97101 -9.27708
H 4.55258 -14.55778 -9.86538
H 3.90944 -12.92412 -9.88449
H 2.88643 -14.51923 -7.95327
H 2.78498 -12.76337 -8.30949
O 0.72682 -9.21206 -10.04766
C 0.20461 -10.29763 -9.82694
O 0.79141 -11.24968 -9.12817
C -0.17924 -12.31375 -8.92257
C -1.19848 -12.17666 -10.03579
C -1.18796 -10.65950 -10.25807
H -0.64175 -12.27396 -7.93923
H 0.30424 -13.27410 -9.09791
H -2.12767 -12.53069 -9.58743
H -0.96155 -12.78165 -10.90524
H -1.84751 -10.14183 -9.55638
H -1.45033 -10.41842 -11.28429
*
```


# 3
C37H60NO17 | wB97M-V/def2-TZVPD

## Properties
HOMO-LUMO gap, eV: 8.6
Max |F|, eV/A: 1.0
Energy, eV: -75631.71050

The geometry in ORCA input format:
```
! wB97M-V def2-TZVPD RIJCOSX def2/J DEFGRID3
* xyz 1 1
C -4.83096 -1.90028 -0.71837
C -4.95339 -1.23905 -1.69857
N -5.12564 -0.45216 -2.84581
C -5.21026 1.06489 -2.51509
O -6.26614 1.60392 -3.20951
C -7.34852 2.03700 -2.37494
C -8.17773 0.85510 -1.84471
O -8.40772 1.06886 -0.47433
C -9.41308 0.22784 0.07103
C -8.85974 -1.11639 0.50753
O -8.44467 -1.97711 -0.54136
C -9.49376 -2.49835 -1.34046
C -9.03589 -2.56080 -2.80258
H -4.68422 -2.69602 -0.02386
H -4.32154 -0.58716 -3.46524
H -5.99203 -0.71456 -3.32629
H -4.25748 1.50171 -2.78846
H -5.33324 1.15809 -1.43787
H -7.97784 2.68320 -2.97915
H -6.99200 2.61796 -1.52360
H -7.58591 -0.05700 -1.98165
H -9.11475 0.77970 -2.40206
H -10.26695 0.13944 -0.60704
H -9.77641 0.72275 0.97263
H -7.95560 -0.89984 1.07931
H -9.55435 -1.60729 1.19802
H -9.76914 -3.50484 -1.01176
H -10.40041 -1.89539 -1.26909
H -9.24690 -3.52159 -3.26290
H -9.45833 -1.74795 -3.39158
H -7.95315 -2.40708 -2.80760
O -2.59041 0.78181 -1.60056
C -1.81361 0.54521 -0.70273
O -1.80725 -0.63053 -0.07183
C -0.85311 -0.60458 1.02075
C 0.11801 0.50808 0.66164
C -0.77927 1.47372 -0.11155
H -1.40078 -0.40439 1.94333
H -0.37970 -1.57916 1.09594
H 0.60632 0.94793 1.52766
H 0.89142 0.12089 -0.00158
H -1.28739 2.18555 0.54238
H -0.25254 2.00894 -0.89701
O 3.03485 -1.34116 -1.20662
C 2.38067 -1.41492 -2.20624
O 1.02326 -1.44750 -2.16580
C 0.49150 -1.63655 -3.48981
C 1.59762 -1.16833 -4.42862
C 2.85343 -1.51468 -3.63524
H 0.25173 -2.69480 -3.61699
H -0.42240 -1.05241 -3.58596
H 1.54890 -1.62721 -5.41382
H 1.54208 -0.08653 -4.55547
H 3.19224 -2.53730 -3.81546
H 3.65996 -0.81632 -3.81739
O 3.76469 1.36893 -3.41275
C 4.80727 1.39507 -2.81261
O 5.99332 1.27367 -3.43905
C 7.06052 1.22912 -2.46633
C 6.49035 1.88735 -1.21773
C 5.01313 1.51781 -1.31955
H 7.32554 0.18281 -2.30092
H 7.92491 1.74904 -2.87121
H 6.96411 1.55969 -0.29951
H 6.60546 2.97026 -1.28450
H 4.79281 0.55204 -0.86179
H 4.35832 2.27642 -0.90180
O -5.87721 -8.09289 1.16947
C -6.28544 -7.20143 0.49413
O -6.50843 -5.95093 0.98694
C -7.09252 -5.11539 -0.02018
C -6.71205 -5.76021 -1.34870
C -6.66551 -7.24116 -0.97614
H -8.17402 -5.08912 0.13145
H -6.70430 -4.10587 0.08919
H -7.40510 -5.52148 -2.15385
H -5.71684 -5.42778 -1.65125
H -7.64074 -7.72087 -1.06724
H -5.92745 -7.79996 -1.54353
O 5.30004 2.55576 1.81612
C 6.33146 2.57731 2.43817
O 7.53440 2.45283 1.83978
C 8.58149 2.41603 2.84184
C 7.97153 3.07666 4.06898
C 6.50073 2.70496 3.93147
H 8.84822 1.37371 3.02029
H 9.45048 2.94509 2.45863
H 8.42340 2.75044 5.00280
H 8.07687 4.16035 3.99767
H 6.27905 1.73784 4.39653
H 5.83957 3.47337 4.32597
O 7.03047 0.29502 5.59429
C 7.25874 -0.76184 5.07793
O 8.28883 -0.93802 4.22156
C 8.26010 -2.27017 3.67223
C 7.45587 -3.09265 4.67093
C 6.47821 -2.05306 5.21771
H 7.78417 -2.22542 2.69062
H 9.28176 -2.62039 3.55212
H 6.98056 -3.96205 4.22257
H 8.10732 -3.44104 5.47294
H 5.57464 -1.97627 4.61048
H 6.20947 -2.22392 6.25597
O 7.05544 6.39131 2.88989
C 5.93670 6.37692 2.46695
O 4.84700 6.27903 3.26243
C 3.65702 6.17033 2.46252
C 4.02779 6.76485 1.10874
C 5.51113 6.41321 1.01155
H 3.38894 5.11386 2.39082
H 2.85286 6.70760 2.95965
H 3.42164 6.37735 0.29236
H 3.90680 7.84867 1.13336
H 5.66976 5.42148 0.58364
H 6.08894 7.15218 0.46427
*
```


# 4
C37H61BCl2N7O6P | wB97M-V/def2-TZVPD

## Properties
HOMO-LUMO gap, eV: 8.5
Max |F|, eV/A: 3.5
Structure (SMILES): COCCCC[C@]1(P(O)Cl)NC(=O)[C@@](CCCCl)(CC(=O)O)[C@]1(CCCCCN)B(O)N(C)C.c1cc[nH]c1.c1cc[nH]c1.c1cc[nH]c1.c1cc[nH]c1
Energy, eV: -97084.31254

The geometry in ORCA input format:
```
! wB97M-V def2-TZVPD RIJCOSX def2/J DEFGRID3
* xyz 0 1
C 6.08025 -2.19666 -0.28608
O 5.78491 -3.39272 0.38446
C 5.08897 -3.19725 1.59341
C 3.61452 -2.91132 1.39775
C 2.89560 -4.01337 0.61518
C 1.83933 -3.52004 -0.38916
C 0.37433 -3.34251 0.02076
P 0.36863 -3.14093 1.92623
O 0.01342 -1.56186 2.18787
Cl -1.38709 -4.06691 2.53512
N -0.41581 -4.56898 -0.16606
C -1.73418 -4.29441 -0.47778
O -2.60125 -5.14655 -0.47701
C -1.89240 -2.79557 -0.89029
C -2.52009 -2.92166 -2.32072
C -4.02408 -3.26630 -2.35944
C -4.93911 -2.07962 -2.70856
Cl -5.58513 -2.21063 -4.37012
C -2.94044 -1.97134 -0.09722
C -2.65898 -1.05872 1.08486
O -2.41489 0.15507 0.99006
O -2.86999 -1.58952 2.35311
C -0.40193 -2.40452 -0.94683
C -0.01207 -0.92129 -0.82210
C -0.76433 0.04392 -1.72038
C -0.17332 1.46240 -1.55509
C -1.06490 2.42407 -0.76517
C -2.49113 2.51775 -1.27702
N -2.56032 2.39258 -2.75586
B 0.20102 -2.83234 -2.41890
O -0.01103 -4.11720 -2.92459
N 0.98707 -1.92269 -3.28524
C 0.33713 -1.90212 -4.61097
C 2.37626 -2.35558 -3.46303
H 6.43279 -2.46162 -1.27574
H 5.21621 -1.54593 -0.41143
H 6.87782 -1.64134 0.20736
H 5.24281 -4.05749 2.23480
H 5.53219 -2.34828 2.12301
H 3.51293 -1.97785 0.84563
H 3.13100 -2.74839 2.35763
H 2.56954 -4.82226 1.26021
H 3.67922 -4.45175 -0.00094
H 2.22583 -2.57934 -0.76661
H 1.89482 -4.22477 -1.21233
H 0.71730 -1.23767 2.75354
H -0.25448 -5.35124 0.44788
H -2.05188 -3.73346 -2.84852
H -2.37553 -1.98411 -2.85448
H -4.36281 -3.76990 -1.46637
H -4.18219 -3.98445 -3.15362
H -4.43010 -1.12946 -2.63054
H -5.80365 -2.09062 -2.05922
H -3.38604 -1.29070 -0.80864
H -3.68370 -2.66789 0.27363
H -3.79839 -1.48538 2.57999
H 1.05578 -0.80878 -0.96998
H -0.16855 -0.55675 0.18952
H -0.64360 -0.20539 -2.76981
H -1.82546 0.05413 -1.50766
H 0.01609 1.91235 -2.52199
H 0.80522 1.35700 -1.09730
H -0.99007 2.17809 0.28968
H -0.62493 3.41691 -0.87309
H -3.10229 1.73520 -0.83569
H -2.93010 3.45709 -0.95955
H -2.91481 1.48079 -3.00291
H -3.26669 3.03803 -3.08406
H 0.47997 -4.79734 -2.46673
H -0.72027 -1.67994 -4.51600
H 0.47904 -2.83113 -5.16234
H 0.78945 -1.10477 -5.19425
H 3.01070 -1.94482 -2.68293
H 2.50825 -3.43972 -3.49509
H 2.74231 -1.95220 -4.40037
C -0.97999 7.86045 -0.56212
C 0.11483 8.44915 -1.25343
C 0.42334 7.62645 -2.30373
N -0.43822 6.56405 -2.27205
C -1.29659 6.70106 -1.21763
H -1.47634 8.24485 0.31263
H 0.61583 9.36998 -1.00769
H 1.17793 7.70364 -3.06719
H -0.44078 5.79968 -2.92175
H -2.05687 5.96315 -1.02707
C 4.49807 3.99956 -0.81409
C 5.02309 2.97458 0.01888
C 4.18785 2.86056 1.09781
N 3.18226 3.77947 0.95129
C 3.36247 4.47244 -0.21312
H 4.90656 4.34744 -1.74750
H 5.91036 2.38932 -0.15504
H 4.22084 2.20853 1.95497
H 2.42846 3.91932 1.59811
H 2.66933 5.24088 -0.51189
C -8.27441 -1.44534 4.19784
C -7.88414 -0.33946 3.39293
C -7.16280 -0.83877 2.34402
N -7.09941 -2.19974 2.48270
C -7.77724 -2.57733 3.61019
H -8.85488 -1.41197 5.10389
H -8.10839 0.69917 3.56541
H -6.69256 -0.34555 1.50972
H -6.63062 -2.82351 1.85354
H -7.84748 -3.61259 3.89476
C 5.00221 2.98411 6.51219
C 4.08781 4.06053 6.67202
C 3.95427 4.66638 5.45162
N 4.75182 3.99919 4.56290
C 5.39268 2.97253 5.19991
H 5.33458 2.29894 7.27342
H 3.58734 4.35527 7.57860
H 3.36334 5.51066 5.14118
H 4.85411 4.22904 3.59046
H 6.06868 2.32590 4.66745
*
```